Below is a molecular structure, C8H15B3F9O6PSTl, with properties calculated with ωB97M-V/def2-TZVPD.

ORCA input file:
```
! RIJCOSX wB97M-V def2-TZVPD def2/J DEFGRID3
* xyz 3 1
H -2.66018 2.34323 0.49801
F -5.32006 -2.36481 -1.31376
H 2.34787 -3.39844 -2.00118
H 0.51236 0.19076 0.48051
O 3.94762 0.48655 -1.92062
P 2.07279 -1.49645 -3.02223
F -4.28630 0.96829 1.82161
H 7.49065 -0.41301 1.80660
Tl -5.43389 2.79957 1.17311
B 3.96540 0.98753 -0.57614
F -4.31728 0.23738 -0.84251
B 2.64077 0.26406 -2.24628
H -0.36788 2.85171 -0.47240
C 0.75883 1.27232 0.52162
F -4.91803 -2.98179 0.85181
C -2.07670 0.28720 1.20989
F -6.13186 -1.10789 1.53323
H -0.48130 2.99428 1.27497
H 5.80964 -0.91705 2.02495
C -1.89201 1.56445 0.34015
H -1.42422 -0.54613 0.90855
F -6.99799 -2.65501 0.16361
O 4.67067 0.45641 0.46667
O 0.55154 -1.42340 -3.49368
H -0.02105 -1.21835 -2.71881
C 6.08025 0.26839 0.20332
H -2.00252 1.24992 -0.72350
C 6.60404 -0.77661 1.26251
C -0.48796 2.24886 0.45586
S -5.67916 -1.78065 0.14816
O 1.67112 1.19404 -2.02768
O 2.04751 -2.48765 -1.75586
F -3.14871 -1.54713 -0.46812
H 6.79284 -1.77069 0.80978
H 6.57985 1.23280 0.49218
O 3.11662 2.08176 -0.34745
F -6.50519 -0.60941 -0.62312
F -3.50214 -1.09517 2.37216
B 1.84546 1.53969 -0.60527
C -4.10581 -0.74998 0.05312
H -1.75851 0.55925 2.24366
H 6.30299 -0.03322 -0.83753
C -3.56851 -0.18545 1.39830
H 1.27843 1.47983 1.48182
*
```

The HOMO energy is -19.192 eV. Its HOMO-LUMO gap is 3.20 eV. For the strongest force on any atom, the calculation gives 5.52 eV Å⁻¹.

Here is what Mulliken gives for the atomic charges, in e: -0.30, -0.29, 0.40, 0.33, -0.21, 0.77, -0.21, 0.33, 0.94, 0.46, -0.26, 0.59, 0.45, -0.29, -0.25, -0.93, -0.29, 0.44, 0.29, 0.13, 0.40, -0.24, -0.31, -0.34, 0.38, -0.13, 0.23, -1.02, -0.97, 1.29, -0.12, -0.35, -0.31, 0.31, 0.31, -0.09, -0.29, -0.22, 0.16, 0.56, 0.40, 0.31, 0.72, 0.21

***

Below is a gas-phase ion, C9H18N4 (charge +2), with properties calculated with ωB97M-V/def2-TZVPD.

ORCA input file:
```
! RIJCOSX wB97M-V def2-TZVPD def2/J DEFGRID3
* xyz 2 1
C 0.83044 -1.11655 -1.55805
H 1.64813 0.57386 3.28796
H -0.53320 -0.29240 -2.69242
H 1.66052 -1.10571 2.91461
N -0.51172 -0.48197 -1.73123
H 0.99198 -1.95985 -2.15871
H -0.08397 2.70663 -1.39666
N 0.23734 1.71346 -1.30472
C 0.99628 -0.23816 2.79815
H -2.49758 0.53801 1.48240
C 1.83262 -0.30783 0.64179
H 2.54866 -1.74985 -0.77120
C 3.02835 0.13607 0.96932
H -1.42556 -2.40904 -1.69559
H 3.30751 0.87647 1.71150
H -2.25455 1.61832 -2.15091
C -2.10492 1.28459 -1.07843
H 1.18880 1.59267 -1.35048
H -2.84870 0.61459 -0.84942
H 3.91365 -0.00421 0.32898
C -1.60746 -1.42962 -1.38016
H -2.67112 -0.97708 -1.63894
H 0.12020 -0.43727 3.41049
C -0.69450 0.78104 -1.01468
N 0.67896 -0.13250 1.43791
H -1.67668 -1.33407 -0.38982
H -2.22895 2.20914 -0.62771
N -1.57705 0.28246 1.74483
C -0.50633 0.04921 0.95239
C 1.72431 -1.08590 -0.60764
H -1.48547 0.08548 2.71646
*
```

The HOMO energy is -16.865 eV. Its HOMO-LUMO gap is 9.54 eV. For the strongest force on any atom, the calculation gives 4.44 eV Å⁻¹. Its energy above the lowest of the compared OMol25 structures with the same formula, charge and spin is 1.733 eV.

Here is what Mulliken gives for the atomic charges, in e: -0.86, 0.29, 0.38, 0.40, 0.28, 0.43, 0.31, -0.32, -1.06, 0.20, 0.34, 0.51, -1.13, 0.40, 0.32, 0.39, -2.17, 0.15, 0.66, 0.32, -0.92, 0.31, 0.42, 0.68, 0.11, 0.56, 0.62, -0.35, 0.80, -0.14, 0.06

***

Below is 2 unconnected molecules or ions with the total composition C5H8, with properties calculated with ωB97M-V/def2-TZVPD.

ORCA input file:
```
! RIJCOSX wB97M-V def2-TZVPD def2/J DEFGRID3
* xyz 0 1
H 2.29026 0.52262 -1.43593
C -1.32277 -0.24921 -0.15191
H 2.70771 -0.08652 -1.57172
C -0.39920 -0.66509 1.04851
H 1.85597 -0.39041 0.85453
H -1.32856 -1.04041 -0.91355
H -0.22974 -1.74530 1.13491
C 0.87424 0.04224 0.65843
H -0.83696 -0.32840 1.99678
C 0.63712 1.10330 -0.16184
H -1.22467 1.86092 -1.01057
H -2.36691 -0.06380 0.12736
C -0.65648 1.04006 -0.57499
*
```

The HOMO energy (alpha / beta) is -8.433 / -7.892 eV. Its HOMO-LUMO gap (alpha / beta) is 7.97 / 7.30 eV. For the strongest force on any atom, the calculation gives 0.42 eV Å⁻¹. Its energy above the lowest of the compared OMol25 structures with the same formula, charge and spin is 4.466 eV. The SMILES is C1=CCCC=1.[H][H].

Here is what Mulliken gives for the atomic charges, in e: -0.15, -0.52, 0.12, -0.51, 0.46, 0.24, 0.27, -0.12, 0.25, -0.51, 0.38, 0.28, -0.19